No. 1
Molecular formula: C23H29N3O2S
Method: DFT, wB97M-V/def2-TZVPD

The value obtained for the frontier orbital gap is 8.6 eV. As for the SMILES: CN(C)CCCn1c(=O)n(Cc2ccccc2)c(=O)c2c3c(sc21)CCCCC3. The LUMO energy is 0.0194 hartree.

ORCA input file:
```
! RIJCOSX wB97M-V def2-TZVPD def2/J DEFGRID3
* xyz 0 1
C 1.827 2.570 -2.791
N 2.616 1.392 -3.070
C 2.975 1.300 -4.467
C 2.076 0.172 -2.513
C 0.730 -0.305 -3.092
C 0.292 -1.635 -2.479
N 0.079 -1.524 -1.048
C 1.088 -1.934 -0.194
O 2.075 -2.497 -0.616
N 0.896 -1.672 1.144
C 2.034 -1.953 2.026
C 2.903 -0.726 2.121
C 2.744 0.169 3.170
C 3.503 1.326 3.220
C 4.418 1.600 2.218
C 4.576 0.714 1.166
C 3.823 -0.446 1.118
C -0.232 -1.100 1.740
O -0.278 -0.942 2.943
C -1.270 -0.747 0.795
C -2.551 -0.161 1.053
C -3.253 0.066 -0.085
S -2.378 -0.431 -1.517
C -1.047 -0.950 -0.549
C -4.621 0.640 -0.212
C -5.668 -0.193 0.535
C -5.618 -0.021 2.052
C -4.377 -0.608 2.724
C -3.081 0.149 2.416
H 2.418 3.452 -3.039
H 1.592 2.601 -1.728
H 0.887 2.617 -3.364
H 3.564 0.399 -4.627
H 2.108 1.284 -5.145
H 3.588 2.164 -4.726
H 2.821 -0.615 -2.655
H 1.970 0.335 -1.435
H 0.824 -0.449 -4.169
H -0.039 0.449 -2.913
H 1.068 -2.389 -2.623
H -0.642 -1.975 -2.937
H 2.583 -2.792 1.596
H 1.627 -2.219 3.003
H 2.017 -0.039 3.941
H 3.376 2.016 4.041
H 5.007 2.506 2.255
H 5.284 0.926 0.379
H 3.942 -1.139 0.298
H -4.628 1.660 0.188
H -4.885 0.693 -1.270
H -6.658 0.113 0.187
H -5.538 -1.247 0.280
H -6.499 -0.509 2.477
H -5.686 1.043 2.293
H -4.535 -0.582 3.804
H -4.262 -1.654 2.433
H -3.265 1.224 2.499
H -2.319 -0.124 3.145
*
```

These are the natural (NBO) partial charges, in e, on atoms 1 to 6: C -0.413; N -0.435; C -0.412; C -0.212; C -0.440; C -0.218

---

No. 2
Molecular formula: C3H10O3
Method: DFT, wB97M-V/def2-TZVPD

The value obtained for the frontier orbital gap (spin up / spin down) is 9.3 / 5.8 eV. The LUMO energy (spin up / spin down) is -0.1586 / -0.2881 hartree.

ORCA input file:
```
! RIJCOSX wB97M-V def2-TZVPD def2/J DEFGRID3
* xyz 1 2
C 0.076 -0.415 0.958
C 0.064 1.042 0.971
C -0.652 1.776 0.014
O -0.464 3.041 -0.072
H -0.388 -0.851 1.846
H -0.432 -0.844 0.101
H 1.133 -0.726 0.945
H 0.682 1.561 1.690
H -1.348 1.267 -0.652
H -1.114 3.467 -0.671
H 6.265 -3.075 1.951
H 4.776 -3.142 2.073
O 5.483 -2.511 1.892
H -5.115 0.224 -3.183
H -4.650 -0.757 -4.219
O -4.317 -0.057 -3.646
*
```

These are the natural (NBO) partial charges, in e, on atoms 1 to 6: C -0.711; C 0.062; C 0.309; O -0.497; H 0.297; H 0.247

---

Quick rundown of molecular weight, same order as above: 411.6; 94.1 g mol⁻¹
Quick rundown of energy above the lowest of the compared OMol25 structures with the same formula, charge and spin, same order as above: 14.9; 22.2 kJ/mol
Quick rundown of E, same order as above: -1606.830379; -345.680719 a.u.